(1)
# C36H34N6OPPbSe2

A structure of composition C36H34N6OPPbSe2 (ωB97M-V with the def2-TZVPD basis set, OMol25).

CARTESIAN COORDINATES (ANGSTROEM)
Pb 0.5229 0.4678 0.3312
C 2.7072 3.1225 0.9643
N 2.1444 2.1073 1.8548
C 1.3177 2.7145 2.8958
C 0.4273 1.7210 3.6186
C -0.1216 2.0512 4.8488
C -0.9606 1.1451 5.4741
C -1.2137 -0.0738 4.8630
C -0.6222 -0.3264 3.6403
N 0.1741 0.5531 3.0244
C 3.1974 1.2817 2.4431
C 3.8558 0.3078 1.4848
C 5.1011 -0.2218 1.7992
C 5.6696 -1.1548 0.9509
C 4.9874 -1.5277 -0.1979
C 3.7592 -0.9461 -0.4431
N 3.2029 -0.0502 0.3786
C 1.6749 3.8224 0.0994
C 1.9006 5.1126 -0.3577
C 0.9627 5.7046 -1.1880
C -0.1803 4.9992 -1.5302
C -0.3332 3.7208 -1.0259
N 0.5739 3.1446 -0.2325
H 3.2647 3.8810 1.5318
H 3.4281 2.6263 0.3095
H 1.9382 3.2419 3.6343
H 0.6805 3.4662 2.4253
H 0.1057 3.0055 5.3074
H -1.4094 1.3881 6.4283
H -1.8559 -0.8142 5.3194
H -0.7899 -1.2645 3.1190
H 3.9787 1.9084 2.8965
H 2.7515 0.6995 3.2513
H 5.6126 0.0947 2.6997
H 6.6359 -1.5836 1.1824
H 5.3967 -2.2523 -0.8883
H 3.1828 -1.2020 -1.3260
H 2.7981 5.6439 -0.0673
H 1.1227 6.7089 -1.5577
H -0.9376 5.4297 -2.1706
H -1.2064 3.1215 -1.2621
Se -2.4340 0.1831 0.2927
P -1.9628 -1.9444 0.3625
Se 0.1575 -2.4585 0.3429
C -2.7295 -2.6621 1.8489
C -2.2096 -3.8271 2.4072
C -2.8216 -4.3945 3.5161
C -3.9494 -3.8026 4.0687
C -4.4676 -2.6409 3.5138
C -3.8588 -2.0665 2.4065
C -2.7927 -2.7480 -1.0496
C -4.0659 -2.3196 -1.4235
C -4.7117 -2.9172 -2.4941
C -4.0905 -3.9398 -3.2008
C -2.8261 -4.3715 -2.8285
C -2.1756 -3.7786 -1.7527
H -1.3251 -4.2824 1.9800
H -2.4137 -5.2986 3.9501
H -4.4251 -4.2466 4.9339
H -5.3455 -2.1759 3.9442
H -4.2479 -1.1494 1.9832
H -4.5432 -1.5107 -0.8844
H -5.7013 -2.5836 -2.7786
H -4.5966 -4.4007 -4.0394
H -2.3417 -5.1736 -3.3711
H -1.1875 -4.1112 -1.4622
N 0.1020 -0.1643 -7.4572
C 0.7102 0.7835 -6.7053
O 1.3258 1.7136 -7.1803
C 0.6086 0.6251 -5.2043
C 1.5258 1.3285 -4.4348
C 1.4604 1.2191 -3.0602
N 0.5444 0.4762 -2.4304
C -0.3430 -0.1864 -3.1697
C -0.3446 -0.1449 -4.5561
H 0.1618 -0.0840 -8.4580
H -0.3604 -0.9618 -7.0639
H 2.2622 1.9506 -4.9244
H 2.1664 1.7490 -2.4271
H -1.0879 -0.7640 -2.6340
H -1.1102 -0.6943 -5.0888

Cartesian forces, eV/Å:
-0.1 0.0 0.0
-0.1 0.0 0.0
0.1 0.0 0.0
0.0 -0.1 0.0
0.0 -0.1 -0.1
0.0 0.0 0.1
0.0 0.0 0.0
0.0 0.0 0.0
0.0 0.0 -0.1
0.0 0.1 0.0
0.0 0.0 -0.1
0.0 0.0 -0.1
0.0 0.0 0.0
0.0 0.0 0.0
0.0 0.0 0.0
0.0 0.0 0.0
0.1 0.0 0.1
-0.1 -0.1 0.0
0.0 0.1 0.0
0.0 0.0 0.0
0.0 0.0 0.0
0.1 0.0 0.0
0.0 0.1 0.0
0.0 0.0 0.0
0.0 0.0 0.0
0.0 0.0 0.0
0.0 0.0 0.0
0.0 0.0 0.0
0.0 0.0 0.0
0.0 0.0 0.0
0.0 0.1 0.1
0.0 0.0 0.0
0.0 0.0 0.0
0.0 0.0 0.0
0.0 0.0 0.0
0.0 0.0 0.0
0.0 0.0 0.0
0.0 0.0 0.0
0.0 0.0 0.0
0.0 0.0 0.0
0.0 0.0 0.0
-0.1 -0.1 0.0
0.0 0.0 -0.1
-0.2 -0.1 0.0
0.0 0.0 0.0
-0.1 0.0 0.0
0.0 0.0 0.0
0.0 0.0 0.0
0.0 0.0 0.0
0.0 -0.1 0.0
0.1 0.0 0.0
0.0 0.0 0.0
0.0 0.0 0.0
0.0 0.0 0.0
0.0 0.0 0.0
-0.1 0.0 0.0
0.0 0.0 0.0
0.0 0.0 0.0
0.0 0.0 0.0
0.0 0.0 0.0
0.0 0.0 0.0
0.0 0.0 0.0
0.0 0.0 0.0
0.0 0.0 0.0
0.0 0.0 0.0
0.0 0.0 0.0
-0.1 0.0 0.0
0.0 -0.1 0.0
0.0 0.0 0.0
0.0 0.0 -0.1
0.0 0.0 0.0
-0.1 -0.1 0.1
0.1 0.1 -0.1
0.0 0.0 0.0
0.0 0.0 0.0
0.0 0.0 0.0
0.0 0.0 0.0
0.0 0.0 0.0
0.0 0.0 0.0
0.0 0.0 0.0
0.0 0.0 0.0

Values from the calculation:
LUMO, eV: -2.09
Highest occupied orbital energy, eV: -9.9
Total charge: +1
Kohn-Sham gap, eV: 7.85

(2)
# C36H35AuIN4O2S3Si2

A structure of composition C36H35AuIN4O2S3Si2 (ωB97M-V with the def2-TZVPD basis set, OMol25).

CARTESIAN COORDINATES (ANGSTROEM)
Au -0.2404 -1.2212 0.5220
C -0.2224 -3.7961 2.9783
C -1.6161 -3.4207 2.5521
C -2.7138 -4.0869 3.0499
C -3.9870 -3.6781 2.6297
C -4.1309 -2.6562 1.7358
C -2.9749 -2.0089 1.1970
N -1.7465 -2.4099 1.6752
N -2.9598 -1.1152 0.2282
Si -4.1282 0.0062 -0.2711
C -3.2873 1.3929 -1.2041
C -5.0998 0.7442 1.1534
C -5.3481 -0.7460 -1.4936
H -0.1773 -3.9192 4.0613
H 0.4970 -3.0421 2.6675
H 0.0713 -4.7342 2.5038
H -2.5833 -4.8926 3.7593
H -4.8665 -4.1867 3.0108
H -5.1058 -2.3618 1.3693
H -2.4913 1.8586 -0.6160
H -4.0146 2.1657 -1.4750
H -2.8444 1.0059 -2.1276
H -4.4091 1.1543 1.8967
H -5.7210 -0.0012 1.6552
H -5.7520 1.5543 0.8131
H -4.8132 -1.0750 -2.3889
H -6.0982 -0.0120 -1.8098
H -5.8739 -1.6103 -1.0791
C 3.2652 3.7305 -0.1738
C 2.1409 3.7871 -0.9848
C 1.4164 2.6300 -1.2508
C 1.8170 1.4004 -0.7259
C 2.9358 1.3699 0.1115
C 3.6544 2.5217 0.3894
Si 0.9486 -0.1810 -1.2068
C 2.2561 -1.2076 -2.0835
C 2.5343 -0.8071 -3.3943
C 3.4633 -1.4847 -4.1714
C 4.1439 -2.5725 -3.6430
C 3.9100 -2.9595 -2.3314
C 2.9735 -2.2854 -1.5579
H 3.8291 4.6300 0.0371
H 1.8299 4.7312 -1.4169
H 0.5389 2.6820 -1.8869
H 3.2587 0.4271 0.5443
H 4.5199 2.4795 1.0403
H -0.0478 0.1812 -2.2414
H 2.0132 0.0463 -3.8180
H 3.6517 -1.1653 -5.1892
H 4.8521 -3.1177 -4.2554
H 4.4549 -3.7939 -1.9069
H 2.7884 -2.6091 -0.5446
S 3.8244 1.9819 4.6218
C 2.4617 2.0037 3.6708
S 1.6172 0.5408 3.3079
C 0.4496 1.4077 2.3589
N 0.6681 2.6720 2.3200
N 1.7747 3.0218 3.0714
C 2.0399 4.4347 3.1111
C 3.0127 4.9895 3.9345
C 3.2185 6.3645 3.9256
C 2.4589 7.1971 3.1233
C 1.4728 6.6362 2.3222
C 1.2619 5.2691 2.3092
S -0.9749 0.6604 1.6651
H 3.6035 4.3619 4.5785
H 3.9893 6.7772 4.5641
H 2.6246 8.2669 3.1257
H 0.8565 7.2660 1.6926
H 0.4992 4.8394 1.6806
I -1.8534 -2.3819 -6.6114
C -1.2169 -2.8420 -4.6721
C -1.8317 -2.2343 -3.5919
C -1.4233 -2.5603 -2.3017
C -0.4162 -3.4946 -2.1048
C 0.1873 -4.0969 -3.2051
C -0.1991 -3.7697 -4.4935
C 0.0497 -3.9221 -0.7388
O 0.0441 -5.0945 -0.4307
O 0.5746 -2.9901 0.0244
H -2.6232 -1.5127 -3.7419
H -1.9144 -2.0740 -1.4598
H 0.9727 -4.8239 -3.0448
H 0.2802 -4.2346 -5.3439

Cartesian forces, eV/Å:
-0.1 -0.1 0.5
-0.1 0.0 -0.1
0.2 0.2 0.0
-0.1 0.0 0.1
0.0 0.0 0.1
0.1 0.1 0.0
0.0 -0.3 -0.1
-0.2 -0.1 0.1
0.2 0.2 0.3
-0.1 -0.2 -0.2
0.1 0.1 0.0
0.0 0.1 0.1
-0.1 0.1 -0.1
0.0 0.0 0.0
0.0 0.0 0.0
0.0 0.0 0.0
0.0 0.0 0.0
0.0 0.0 0.0
0.0 0.0 0.0
-0.1 0.0 0.0
0.0 0.0 0.0
0.0 0.0 0.0
0.0 0.0 0.0
0.0 0.0 0.0
0.0 0.0 0.0
0.0 -0.1 0.0
0.0 -0.1 0.0
0.0 0.0 0.0
-0.1 0.0 0.0
0.0 0.0 0.0
0.1 0.0 0.0
0.0 0.1 0.1
0.0 -0.1 -0.1
0.0 0.0 0.0
0.2 0.3 0.3
0.0 -0.2 0.0
0.0 -0.1 0.0
0.0 0.0 0.0
0.0 0.0 0.0
0.0 0.0 0.0
0.0 0.1 -0.1
0.0 0.0 0.0
0.0 0.0 0.0
0.0 0.0 0.0
0.0 0.0 0.0
0.0 0.0 0.0
-0.1 0.0 0.1
0.0 0.0 0.0
0.0 0.0 0.0
0.0 0.0 0.0
0.0 0.0 0.0
0.0 0.0 0.0
0.1 0.0 -0.1
-0.2 0.3 0.0
0.0 -0.3 -0.1
0.0 -0.1 -0.1
0.0 0.0 0.2
0.1 0.1 0.0
0.0 -0.2 0.1
0.0 0.1 0.0
0.0 0.0 0.0
0.0 0.0 0.0
0.0 0.0 0.0
0.0 0.0 -0.1
0.2 0.4 -0.4
0.0 0.0 0.0
0.0 0.0 0.0
0.0 0.0 0.0
0.0 0.0 0.0
0.0 0.0 0.0
0.0 0.0 0.0
0.0 0.0 0.0
0.1 -0.1 0.0
0.0 0.1 0.0
-0.1 -0.1 -0.1
0.0 0.0 0.0
0.0 0.1 0.0
0.2 0.3 0.0
0.1 -0.1 0.0
-0.1 -0.6 -0.2
0.0 0.0 0.0
0.0 -0.1 0.0
0.0 0.0 0.0
0.0 0.0 0.0

Values from the calculation:
LUMO, eV: 1.89
Highest occupied orbital energy, eV: -4.8
Total charge: -1
Kohn-Sham gap, eV: 6.74

(3)
# C36H35Br2F3N6O6S2SbV

A structure of composition C36H35Br2F3N6O6S2SbV in a non-equilibrium geometry (ωB97M-V with the def2-TZVPD basis set, OMol25).

CARTESIAN COORDINATES (ANGSTROEM)
V 1.2772 -1.3073 -0.2376
C -1.9701 0.0944 -0.3637
C -2.0911 -1.1646 -1.1541
C -3.2247 -1.3967 -1.9654
C -3.3473 -2.5820 -2.6333
C -2.3293 -3.5515 -2.5227
C -2.3804 -4.8123 -3.1449
C -1.3500 -5.7044 -2.9794
C -0.2293 -5.3716 -2.2246
C -0.1266 -4.1319 -1.6163
S 1.2615 -3.7257 -0.6828
C -1.1992 -3.2041 -1.7324
N -1.1179 -2.0380 -1.0695
H -2.8477 0.2348 0.2631
H -1.8764 0.9519 -1.0290
H -1.0750 0.0326 0.2538
H -3.9812 -0.6301 -2.0428
H -4.2134 -2.7976 -3.2450
H -3.2421 -5.0640 -3.7452
H -1.4010 -6.6790 -3.4441
H 0.5774 -6.0792 -2.1009
Br 7.1130 -1.1053 -3.1831
C 5.4301 -1.2083 -2.3243
C 4.3614 -1.8139 -2.9933
C 3.1513 -1.8609 -2.3399
N 2.9537 -1.3429 -1.1314
C 3.9808 -0.7189 -0.4977
C 5.2554 -0.6657 -1.0725
C 3.5751 -0.0699 0.7142
C 4.4205 0.4826 1.6802
C 3.8517 1.0578 2.7924
Br 4.9468 1.8301 4.1339
C 2.4598 1.0877 2.9435
C 1.7009 0.5135 1.9506
N 2.2218 -0.0616 0.8735
H 4.4734 -2.2066 -3.9919
H 2.2839 -2.3099 -2.8164
H 6.0652 -0.1626 -0.5676
H 5.4930 0.4301 1.5710
H 1.9970 1.5355 3.8074
H 0.6193 0.4954 2.0269
F 1.7244 -4.8086 2.7604
C 0.9818 -3.7185 2.9656
F -0.3041 -4.1138 3.0088
F 1.2903 -3.2765 4.2028
C 1.2498 -2.6143 1.9066
O 2.4166 -2.5129 1.5440
O 0.2775 -1.9173 1.5823
O 2.4349 1.2089 -1.6582
C 1.3248 0.8230 -2.0338
O 0.7464 -0.2092 -1.5212
C 0.6023 1.5201 -3.1239
C -0.5874 1.0179 -3.6657
C -1.2227 1.6915 -4.6821
C -0.6699 2.8742 -5.1899
C 0.5212 3.3809 -4.6552
C 1.1403 2.7100 -3.6300
N -1.3146 3.5565 -6.2444
O -0.8041 4.5912 -6.6772
O -2.3654 3.0909 -6.6893
H -0.9888 0.0902 -3.2792
H -2.1489 1.3336 -5.1076
H 0.9270 4.2951 -5.0608
H 2.0512 3.0772 -3.1821
C -4.3458 -1.9971 3.7782
Sb -2.3555 -1.7497 2.8796
C -2.5502 0.4275 3.0907
C -1.4093 -1.8408 4.8365
H -4.4901 -1.3631 4.6453
H -4.4755 -3.0314 4.0752
H -5.1065 -1.7600 3.0422
H -2.7572 0.6596 4.1307
H -3.3741 0.7897 2.4845
H -1.6416 0.9364 2.7878
H -1.9908 -1.2630 5.5487
H -0.4060 -1.4349 4.7767
H -1.3527 -2.8676 5.1754
C -2.4568 4.2728 1.0367
N -1.2388 4.4588 1.7611
C -1.2089 5.1161 3.0473
C 0.2725 5.0187 3.4512
N 0.7630 3.9983 2.5497
C -0.0942 3.7844 1.5131
S 0.2264 2.8726 0.1835
H -2.8572 5.2380 0.7221
H -3.2000 3.7533 1.6478
H -2.2254 3.6715 0.1597
H -1.8615 4.5962 3.7617
H -1.5623 6.1462 2.9472
H 0.4054 4.7060 4.4903
H 0.7956 5.9744 3.3084
H 1.7471 3.8170 2.4401

Cartesian forces, eV/Å:
-2.0 -3.7 2.3
0.1 -0.1 -0.1
0.0 -0.2 0.0
-0.1 -0.2 -0.1
0.1 0.2 0.1
0.4 0.2 0.3
0.0 -0.2 -0.1
-0.4 0.1 -0.2
0.0 0.4 0.2
0.2 -0.1 0.1
0.3 -0.6 -0.2
-0.6 -0.7 -0.6
0.2 0.5 0.3
-0.1 0.1 0.1
0.0 0.1 0.0
-0.2 0.2 0.1
-0.1 0.1 0.0
-0.1 0.0 -0.1
-0.1 0.0 -0.1
0.0 -0.1 -0.1
0.1 0.0 0.0
0.1 0.0 0.0
-0.1 0.2 0.6
-0.1 0.0 -0.1
0.2 -0.1 -0.6
2.4 -0.2 -1.0
0.1 0.2 0.5
0.3 -0.2 -0.4
0.7 -0.1 -0.5
-0.1 0.3 0.4
0.6 -0.2 -0.5
0.0 0.0 0.0
-0.5 -0.1 -0.1
-0.1 0.5 1.0
0.4 1.0 0.5
0.0 -0.1 0.0
0.2 0.0 0.1
0.0 0.0 0.0
0.0 0.0 0.0
-0.1 0.0 0.0
0.1 0.0 0.0
0.0 0.0 -0.1
0.0 -0.4 0.1
0.1 0.0 -0.1
0.1 0.2 0.1
0.5 -1.1 1.8
0.3 -0.1 -0.3
-0.9 0.7 -0.3
-1.0 0.5 -0.8
1.9 0.0 0.9
-1.8 2.4 -2.8
-0.5 0.5 -0.8
0.6 0.0 0.4
-0.2 0.6 -0.6
1.1 -1.2 1.8
-0.6 0.2 -0.5
0.0 -0.5 0.4
-1.1 1.1 -1.7
-0.3 -0.7 0.3
0.7 0.3 0.3
0.0 0.0 0.0
0.0 -0.1 0.0
0.0 0.0 0.0
0.1 0.0 0.0
0.3 0.0 -0.2
-0.8 0.5 0.7
0.1 -0.4 -0.1
-0.1 0.0 -0.4
0.1 0.2 0.2
0.0 -0.2 0.1
-0.2 0.0 -0.2
0.0 0.0 0.2
-0.1 0.1 -0.2
0.2 0.1 -0.1
-0.1 0.1 0.0
0.2 0.0 0.0
0.1 -0.2 0.0
-0.1 0.0 -0.1
0.3 0.1 0.3
-0.1 0.1 0.2
0.0 0.2 0.2
-0.1 0.1 0.0
0.2 0.0 0.0
0.2 -0.2 -0.4
-0.1 0.0 0.0
0.0 0.0 0.0
-0.1 0.0 0.0
0.0 0.0 0.0
0.1 0.0 0.1
-0.1 0.1 -0.1
-0.1 -0.1 0.0
-0.1 -0.2 -0.2

Values from the calculation:
LUMO (spin up / spin down), eV: 1.03 / 1.02
Highest occupied orbital energy (spin up / spin down), eV: -2.9 / -4.6
2S+1: 4
Expectation value of S²: 3.7770
Total charge: -1
Kohn-Sham gap (spin up / spin down), eV: 3.95 / 5.62

What did we get for energy relative to the best compared isomer or geometry (same formula, charge and spin)? Answer: 0.0 28.0 8.7 kcal/mol, in the order shown.